{
  "formula": "H10OS2Si4",
  "method": "the ωB97M-V functional and the def2-TZVPD basis",
  "symbols": ["H", "Si", "H", "O", "Si", "Si", "S", "Si", "H", "H", "S", "H", "H", "H", "H", "H", "H"],
  "xyz": [[0.14760, -1.77870, -2.61962], [1.22099, -0.80442, -2.63193], [1.25154, -1.02472, 2.28062], [0.82955, -0.21377, -1.14142], [0.16257, -0.17321, 0.26931], [1.05076, 3.09496, 0.31951], [-1.28676, -1.71952, 0.02729], [-2.52597, -1.91262, 1.83431], [-1.91557, -3.00727, 2.45729], [-3.68226, -2.49246, 1.07171], [-0.58909, 1.70180, 0.92629], [2.39727, -1.68404, -2.62203], [2.34738, 2.40706, 0.42376], [1.32695, 0.49457, -3.36734], [1.18545, 4.32081, 1.26831], [0.47185, 3.35168, -0.89604], [-2.39226, -0.56015, 2.39998]],
  "forces_ev_per_angstrom": [[-0.63, -0.19, -1.25], [-0.23, 0.09, 0.93], [-0.89, 1.02, -2.32], [1.84, 0.96, -0.44], [-0.60, -1.57, 3.75], [0.06, -0.44, 3.19], [-0.14, 0.36, 0.12], [0.52, 0.61, -2.62], [0.53, -0.97, 1.38], [-0.20, 0.64, 0.77], [0.60, 0.22, 0.09], [0.47, 0.40, -0.11], [0.01, -0.08, -0.37], [-0.07, -0.78, -0.42], [-0.42, -0.99, -0.81], [-0.23, 0.92, -2.34], [-0.63, -0.20, 0.44]],
  "mulliken_charge": [-0.113, 0.276, -0.104, 0.441, -0.126, 0.427, -0.260, 0.470, -0.088, -0.092, -0.258, -0.088, -0.078, -0.083, -0.104, -0.101, -0.118],
  "e_homo_ev": [-8.128, -8.129]
}

{
  "formula": "H11O6",
  "method": "the ωB97M-V functional and the def2-TZVPD basis",
  "symbols": ["H", "O", "H", "H", "H", "O", "H", "H", "O", "H", "H", "O", "H", "O", "H", "H", "O"],
  "xyz": [[-0.31247, -0.96643, 1.64559], [-5.32756, 0.11476, 0.84808], [1.45359, 1.43504, -0.66699], [0.51837, 0.23379, 0.50185], [1.98580, -0.70536, -0.98757], [2.40474, -1.38189, -1.60294], [1.74636, -0.12179, 2.53325], [2.98979, 0.68863, 2.44576], [-0.38380, 0.29544, -3.00644], [1.82007, -1.32147, -2.39484], [-5.20856, 1.07356, 0.89626], [0.69452, 0.82788, -0.66441], [-1.01614, -0.35141, -2.74766], [0.41729, -0.34529, 1.46568], [0.08240, 0.62702, -2.16303], [-4.40688, -0.19780, 0.84478], [2.54248, 0.09531, 3.05264]],
  "forces_ev_per_angstrom": [[0.61, 0.75, -0.70], [0.64, 0.23, 0.05], [-0.49, -0.26, 0.11], [-0.54, -0.54, 0.05], [0.24, -0.81, -0.95], [-0.99, 0.79, -0.08], [-0.68, -0.32, -0.21], [0.23, 0.08, 0.05], [1.11, 1.06, -0.35], [0.57, 0.09, 0.94], [-0.18, -0.19, -0.03], [0.73, 0.33, 0.01], [-0.58, -0.63, 0.56], [-0.16, -0.19, 0.52], [-0.57, -0.59, -0.18], [-0.43, -0.04, -0.03], [0.50, 0.23, 0.24]],
  "mulliken_charge": [0.181, -0.658, 0.192, 0.393, 0.413, -0.715, 0.468, 0.265, -0.706, 0.320, 0.321, -0.978, 0.266, -0.834, 0.414, 0.337, -0.678],
  "e_homo_ev": -5.800,
  "charge": -1
}

{
  "formula": "H11O6",
  "method": "the ωB97M-V functional and the def2-TZVPD basis",
  "symbols": ["O", "H", "H", "O", "O", "H", "H", "H", "H", "H", "H", "H", "O", "H", "O", "H", "O"],
  "xyz": [[-3.30809, 0.02866, -0.65777], [-0.30748, 0.24734, -2.00180], [-0.65415, 0.15579, 1.13875], [1.36151, -0.26643, 3.06557], [1.00099, -0.33886, -1.35373], [1.89693, 0.33190, -0.14407], [1.95800, -0.07815, 2.31987], [-2.57167, 0.47503, -1.12115], [0.62691, -0.68071, 2.59160], [0.00247, -0.79008, 0.11893], [1.15202, -1.18968, -1.76995], [3.43427, 0.65512, 0.16047], [-1.13261, 0.77443, -2.32758], [-2.80316, -0.46819, -0.00111], [-0.70549, -0.74282, 0.80339], [-0.89987, 1.66594, -2.03684], [2.58660, 0.46352, 0.58135]],
  "forces_ev_per_angstrom": [[0.18, 0.19, 0.30], [-0.13, 0.14, -0.01], [0.01, 0.15, -0.11], [-0.05, -0.13, -0.21], [-0.50, 0.14, 0.22], [0.69, -0.58, -0.24], [0.12, 0.20, 0.03], [-0.15, -0.26, -0.43], [-0.08, -0.10, 0.13], [-0.01, 0.29, -0.53], [0.23, -0.04, 0.06], [-0.50, -0.13, -0.04], [0.32, 0.24, 0.29], [-0.03, -0.12, 0.03], [-0.08, -0.28, 0.53], [-0.05, -0.11, -0.20], [0.03, 0.41, 0.19]],
  "mulliken_charge": [-0.693, 0.459, 0.308, -0.691, -1.123, 0.373, 0.402, 0.387, 0.336, 0.433, 0.171, 0.262, -0.783, 0.333, -0.731, 0.283, -0.723],
  "e_homo_ev": -5.622,
  "charge": -1
}

{
  "formula": "H12IO6",
  "method": "the ωB97M-V functional and the def2-TZVPD basis",
  "symbols": ["O", "H", "H", "H", "O", "O", "H", "H", "H", "H", "I", "H", "O", "H", "O", "H", "O", "H", "H"],
  "xyz": [[-1.43584, 3.49263, -0.06826], [1.93816, 1.04463, 1.48474], [1.13016, -3.23037, 2.35774], [-0.78884, 4.13463, -0.30226], [-3.14584, -1.71737, -1.03826], [-1.85584, 0.65363, -2.71926], [-3.04684, -0.83237, -0.78626], [-1.66884, 0.48263, -1.78126], [-3.53584, -1.62237, -1.90626], [0.80116, -1.78937, 1.80374], [-0.50784, 0.02763, 0.35074], [3.22316, 1.53363, 1.92674], [2.63916, -1.58037, -0.41626], [2.75816, -1.95837, 0.44174], [1.50916, -2.40537, 1.94174], [-0.93784, 2.69463, -0.04626], [2.68116, 0.77363, 2.00074], [-1.50484, 1.54863, -2.88926], [1.74816, -1.25037, -0.35426]],
  "forces_ev_per_angstrom": [[-1.26, 0.75, 0.05], [-1.38, -0.27, -0.71], [0.43, 1.64, -0.82], [0.67, 0.95, -0.27], [-0.66, -2.05, -0.63], [-0.12, 0.68, -0.57], [0.58, 2.07, 1.04], [0.35, 0.05, -0.05], [-0.06, -0.20, -0.42], [-0.97, 0.64, -0.17], [0.06, 0.28, 0.32], [1.20, 1.04, 0.08], [0.81, 0.07, -1.18], [0.13, -0.41, 0.93], [0.49, -2.43, 1.30], [0.53, -1.70, 0.25], [0.18, -0.80, 0.71], [-0.27, -0.70, 0.32], [-0.73, 0.39, -0.17]],
  "mulliken_charge": [-0.599, 0.229, 0.260, 0.266, -0.592, -0.610, 0.273, 0.145, 0.298, 0.199, -0.450, 0.246, -0.620, 0.369, -0.614, 0.217, -0.519, 0.293, 0.209],
  "e_homo_ev": -4.929,
  "charge": -1
}

{
  "formula": "H12MgO14S2",
  "method": "the ωB97M-V functional and the def2-TZVPD basis",
  "symbols": ["S", "O", "O", "H", "H", "O", "H", "O", "O", "O", "O", "H", "H", "S", "O", "H", "H", "O", "H", "Mg", "O", "O", "H", "H", "H", "O", "O", "H", "O"],
  "xyz": [[2.24039, 0.91182, -2.21159], [-1.64424, -0.10453, 0.89140], [-0.69978, 0.45093, 3.35287], [0.40565, 1.95707, 1.51782], [2.66708, -0.78491, -0.38224], [0.54607, -1.72584, 0.48412], [-1.05952, 2.06190, -1.94399], [-2.95457, -2.04534, 0.60097], [-1.05065, -1.05331, -1.71092], [-0.88576, 1.68166, -1.07845], [-3.37380, -0.81853, 2.49113], [0.84464, -2.54181, 0.07735], [1.62598, 1.43955, 0.74745], [-3.01184, -0.65538, 1.09638], [0.71751, 1.20824, 1.00465], [-1.05398, 1.26480, 3.71849], [-1.30489, -0.82802, -2.60868], [3.25863, -1.14669, 0.30603], [-0.92866, 0.48652, 2.39244], [-0.19673, -0.05067, -0.24421], [-3.98654, 0.18172, 0.40094], [1.37350, 1.60018, -3.19179], [2.93769, -2.03523, 0.45659], [-1.42978, -1.92804, -1.55337], [0.50983, -1.91496, 1.42930], [1.39261, 0.25427, -1.20511], [3.08057, 1.84411, -1.44238], [-1.03148, 2.39972, -0.45876], [3.01208, -0.10924, -2.93643]],
  "forces_ev_per_angstrom": [[1.34, 1.23, -2.71], [0.76, 1.44, 1.24], [0.55, 0.56, -0.05], [-0.13, -0.25, 0.30], [0.00, 0.27, -0.04], [0.26, -1.33, 0.76], [0.49, -0.26, -0.22], [0.43, -0.48, -1.78], [-0.46, -1.14, -1.07], [-0.79, 1.04, -0.35], [0.41, 1.36, 1.52], [-0.07, 0.13, -0.31], [-0.07, -0.27, -0.53], [-2.88, -2.90, 0.35], [0.97, 1.07, 0.96], [-0.24, -0.13, 0.07], [0.25, 0.30, 0.02], [0.55, -0.17, 0.24], [-0.43, -0.59, 0.58], [0.14, 0.64, -0.95], [0.24, 0.54, -0.61], [-0.48, 0.38, 0.35], [0.03, -0.03, 0.01], [-0.39, 0.24, 0.55], [-0.33, 0.27, 0.04], [-0.47, -1.90, 0.93], [0.21, 0.30, 0.06], [-0.14, -0.12, 0.10], [0.24, -0.18, 0.53]],
  "mulliken_charge": [1.287, -0.417, -0.623, 0.234, 0.359, -0.533, 0.200, -0.849, -0.340, -0.324, -0.722, 0.247, 0.209, 1.267, -0.383, 0.293, 0.225, -0.598, 0.288, 0.654, -0.807, -0.810, 0.243, 0.228, 0.219, -0.174, -0.811, 0.184, -0.746],
  "e_homo_ev": -1.687,
  "charge": -2
}

{
  "formula": "H12Na6O10S",
  "method": "the ωB97M-V functional and the def2-TZVPD basis",
  "symbols": ["O", "S", "O", "Na", "Na", "Na", "H", "O", "H", "H", "H", "Na", "O", "H", "H", "H", "H", "O", "H", "Na", "Na", "H", "O", "H", "O", "O", "O", "O", "H"],
  "xyz": [[0.30793, -1.49851, -0.03501], [0.20591, -0.96440, -1.40878], [0.41406, 5.58157, -1.57069], [1.11326, -1.78906, -6.31087], [-3.76741, 0.82146, -5.00385], [3.71399, 2.60953, -3.25018], [5.13649, -1.05136, 0.90868], [1.53300, -1.95826, 4.99028], [-0.06287, 4.76176, -1.44155], [-6.87578, 1.22610, -1.24509], [5.56045, -2.33290, 1.59409], [1.78364, -5.55078, 1.58135], [5.74682, -1.78472, 0.83186], [-0.71173, 3.77483, 3.36691], [2.46828, -1.76087, 4.94022], [-0.10384, 3.11837, 2.14567], [-5.56626, 0.88201, -0.56786], [-3.11572, -0.30018, 2.90130], [-2.27927, -0.60829, 2.55250], [-3.71697, -5.09615, -4.27830], [5.40092, -3.38198, -3.42279], [0.51750, 5.94045, -0.68935], [1.46575, -1.08554, -2.10927], [-3.48128, -1.05999, 3.35439], [-0.85839, -1.57301, -2.19717], [-0.16264, 0.44609, -1.20764], [-6.00760, 0.86149, -1.41699], [0.11712, 3.66257, 2.90150], [1.22465, -1.89023, 4.08665]],
  "forces_ev_per_angstrom": [[0.42, -1.68, -0.25], [-2.15, 2.64, 3.43], [0.28, -0.19, -0.44], [-0.07, 0.11, 0.28], [-0.24, 0.34, 0.55], [-0.25, 0.30, 0.44], [-0.16, 0.29, 0.12], [-0.06, -0.43, -0.04], [-0.23, -0.17, 0.15], [-0.29, 0.12, 0.04], [0.13, -0.06, 0.31], [-0.20, 0.21, 0.28], [-0.02, -0.26, -0.54], [-0.21, 0.06, 0.22], [0.26, 0.20, 0.18], [-0.08, -0.22, -0.16], [0.19, 0.00, 0.30], [-0.13, 0.14, -0.13], [0.29, 0.01, -0.18], [-0.23, -0.18, 0.25], [0.26, -0.01, 0.34], [0.01, 0.22, 0.30], [3.35, -0.66, -2.21], [-0.16, -0.12, 0.22], [-1.38, -1.94, -1.70], [0.38, 1.05, -0.94], [0.22, -0.14, -0.51], [0.28, 0.11, -0.12], [-0.21, 0.27, -0.21]],
  "mulliken_charge": [-0.723, 1.165, -0.659, 0.903, 0.985, 0.989, 0.340, -0.612, 0.318, 0.341, 0.311, 0.988, -0.647, 0.332, 0.317, 0.307, 0.340, -0.625, 0.313, 0.996, 0.981, 0.343, -0.780, 0.315, -0.781, -0.741, -0.676, -0.638, 0.298],
  "e_homo_ev": -14.180,
  "charge": 4
}

Number 1: strongest force on any atom 4.113 eV/Å, total energy -55390.36148 eV. Number 2: strongest force on any atom 1.570 eV/Å, total energy -12465.31422 eV. Number 3: strongest force on any atom 0.933 eV/Å, total energy -12466.00021 eV. Number 4: strongest force on any atom 2.801 eV/Å, total energy -20583.69915 eV. Number 5: strongest force on any atom 4.104 eV/Å, total energy -55981.05561 eV. Number 6: strongest force on any atom 4.830 eV/Å, total energy -57966.31917 eV.